# C25H30AsF6N3O2PtSb

A structure of composition C25H30AsF6N3O2PtSb (the ωB97M-V functional and the def2-TZVPD basis, OMol25).

Results
Kohn-Sham gap: 0.2703 Ha
Total charge: +1
2S+1: 1
Relative energy (zero: lowest compared OMol25 entry of this formula, charge and spin): 0.1774 eV

Atoms and positions in Å:
Pt 0.142 -0.191 -0.736
C -1.261 -5.198 -0.682
C -1.596 -3.846 -0.120
C -2.637 -3.671 0.780
C -2.916 -2.397 1.252
C -2.139 -1.332 0.831
C -1.108 -1.592 -0.071
N -0.860 -2.806 -0.546
Sb -1.421 1.923 -0.710
C -1.575 2.703 1.276
C -2.851 3.109 1.655
C -3.000 3.705 2.902
C -1.886 3.853 3.703
C -0.641 3.415 3.242
C 0.603 3.552 4.067
N -0.501 2.857 2.041
C 0.562 2.640 -1.125
C 1.072 3.918 -1.173
C 2.430 4.069 -1.434
C 3.210 2.949 -1.648
C 2.638 1.682 -1.594
C 3.436 0.444 -1.863
N 1.335 1.552 -1.329
H -1.249 -5.956 0.101
H -0.285 -5.174 -1.160
H -2.006 -5.509 -1.419
H -3.213 -4.525 1.112
H -3.721 -2.241 1.958
H -2.300 -0.338 1.228
H -3.704 2.963 1.003
H -3.972 4.041 3.240
H -1.966 4.306 4.682
H 0.401 4.042 5.017
H 1.348 4.131 3.519
H 1.035 2.570 4.260
H 0.437 4.774 -0.994
H 2.875 5.055 -1.464
H 4.268 3.042 -1.850
H 4.464 0.568 -1.526
H 3.456 0.251 -2.938
H 3.004 -0.414 -1.353
C -2.994 -2.070 -2.941
As -1.279 -1.400 -3.455
C -1.486 -0.670 -5.209
C 0.115 -2.711 -3.515
O -0.838 -0.029 -2.543
H -3.313 -2.806 -3.679
H -3.677 -1.222 -2.950
H -2.954 -2.515 -1.954
H -1.797 -1.438 -5.916
H -0.532 -0.249 -5.518
H -2.237 0.116 -5.165
H -0.318 -3.699 -3.655
H 0.643 -2.696 -2.565
H 0.769 -2.464 -4.349
C 2.959 -1.825 2.062
C 1.975 -0.678 1.839
O 1.473 -0.781 0.562
C 0.847 -0.804 2.887
F -0.046 0.193 2.797
F 1.312 -0.819 4.143
F 0.186 -1.955 2.695
C 2.732 0.665 1.976
F 3.850 0.630 1.220
F 2.014 1.703 1.549
F 3.112 0.917 3.236
H 2.419 -2.767 1.998
H 3.440 -1.749 3.036
H 3.715 -1.796 1.283

These are the natural (NBO) partial charges, in e, on atoms 1 to 4: number 1, Pt, carries 0.9856; number 2, C, carries -0.6528; number 3, C, carries 0.2301; number 4, C, carries -0.2711

# C52H86O8P

A cluster of 4 separate species, C52H86O8P in total at a distorted geometry (the ωB97M-V functional and the def2-TZVPD basis, OMol25).

Results
Kohn-Sham gap: 0.2577 Ha
Total charge: -1
2S+1: 1

Atoms and positions in Å:
C -6.362 -0.231 -3.799
C -6.998 0.732 -2.792
C -6.555 2.176 -2.994
C -5.136 2.466 -2.479
C -4.015 2.416 -3.567
C -2.912 1.459 -3.117
C -1.557 1.645 -3.851
C -1.169 0.514 -4.810
C -1.117 -0.854 -4.102
C 0.323 -1.202 -3.715
C 0.531 -2.658 -3.307
C -0.495 -3.185 -2.281
C 0.011 -3.311 -0.843
C 0.571 -1.994 -0.255
C -0.523 -0.917 -0.350
C -0.319 0.398 0.371
C 0.853 1.169 0.362
C 2.083 0.703 -0.382
C 0.924 2.395 1.026
C -0.196 2.850 1.700
C -1.376 2.101 1.755
C -1.439 0.882 1.088
C -2.742 0.081 1.130
O -2.688 -0.901 1.896
O -3.669 0.463 0.402
C -2.519 2.689 2.498
O -3.256 2.082 3.221
C -2.661 4.169 2.288
C -3.918 4.736 2.167
C -3.994 6.096 1.912
C -2.844 6.887 1.793
P -3.293 8.608 1.352
O -3.592 9.326 2.790
O -1.951 9.357 0.739
C -1.557 6.318 1.962
C -0.271 7.105 1.844
C 0.014 8.172 2.945
C -0.661 7.862 4.258
O -0.394 6.885 4.872
O -1.593 8.767 4.691
C -1.489 4.932 2.205
C -0.200 4.171 2.383
O 0.730 4.575 3.035
H -6.696 0.038 -4.800
H -6.610 -1.267 -3.582
H -5.279 -0.132 -3.748
H -8.080 0.644 -2.916
H -6.795 0.421 -1.769
H -6.712 2.496 -4.026
H -7.242 2.774 -2.388
H -5.119 3.414 -1.945
H -4.908 1.699 -1.738
H -4.508 2.079 -4.478
H -3.653 3.436 -3.688
H -2.742 1.649 -2.061
H -3.259 0.444 -3.290
H -0.779 1.843 -3.113
H -1.638 2.558 -4.448
H -0.186 0.762 -5.211
H -1.864 0.493 -5.650
H -1.695 -0.771 -3.188
H -1.524 -1.623 -4.759
H 0.590 -0.553 -2.882
H 1.005 -0.951 -4.529
H 0.499 -3.280 -4.203
H 1.519 -2.790 -2.862
H -1.422 -2.621 -2.252
H -0.777 -4.190 -2.605
H -0.865 -3.545 -0.231
H 0.720 -4.128 -0.707
H 0.825 -2.178 0.786
H 1.443 -1.751 -0.852
H -0.699 -0.670 -1.396
H -1.444 -1.379 -0.009
H 2.800 1.506 -0.535
H 2.593 -0.015 0.265
H 1.857 0.187 -1.305
H 1.832 2.977 1.017
H -4.783 4.096 2.260
H -4.970 6.552 1.793
H -4.218 10.034 2.607
H -1.813 8.972 -0.135
H -0.291 7.598 0.874
H 0.582 6.447 1.814
H -0.240 9.153 2.555
H 1.088 8.166 3.107
H -2.462 8.381 4.513
C 0.577 -6.630 -5.649
C 0.951 -7.536 -4.479
C 1.768 -6.825 -3.402
C 3.124 -6.289 -3.858
C 4.076 -7.330 -4.446
C 4.468 -8.422 -3.454
H 1.461 -6.269 -6.179
H -0.039 -7.169 -6.371
H 0.009 -5.764 -5.304
H 1.490 -8.412 -4.850
H 0.033 -7.913 -4.022
H 1.911 -7.510 -2.560
H 1.184 -5.987 -3.010
H 3.610 -5.811 -3.002
H 2.971 -5.496 -4.596
H 4.983 -6.818 -4.778
H 3.637 -7.785 -5.338
H 4.938 -7.991 -2.567
H 5.179 -9.115 -3.906
H 3.603 -9.004 -3.132
C 8.126 1.899 1.319
C 7.567 1.687 2.723
C 6.616 0.497 2.826
C 5.352 0.605 1.972
C 4.489 1.836 2.249
C 3.942 1.869 3.673
H 7.336 2.125 0.601
H 8.829 2.734 1.306
H 8.657 1.009 0.974
H 7.069 2.600 3.061
H 8.402 1.523 3.411
H 6.338 0.357 3.874
H 7.154 -0.413 2.536
H 4.748 -0.293 2.132
H 5.626 0.596 0.912
H 3.646 1.820 1.559
H 5.052 2.751 2.042
H 3.351 0.975 3.882
H 3.295 2.736 3.816
H 4.743 1.932 4.413
C -0.135 -5.967 5.068
C 0.224 -4.603 5.650
C -0.923 -3.596 5.592
C -1.407 -3.244 4.183
C -0.336 -2.683 3.256
C 0.255 -1.363 3.739
H -0.380 -5.899 4.008
H 0.702 -6.662 5.168
H -0.992 -6.399 5.590
H 1.103 -4.206 5.135
H 0.517 -4.736 6.697
H -0.617 -2.684 6.111
H -1.771 -3.993 6.161
H -2.215 -2.513 4.261
H -1.850 -4.130 3.717
H -0.791 -2.516 2.278
H 0.467 -3.416 3.107
H -0.531 -0.615 3.855
H 0.980 -0.977 3.016
H 0.775 -1.475 4.695

These are the Mulliken partial charges, in e, on atoms 1 to 4: number 1, C, carries -0.7987; number 2, C, carries -0.4531; number 3, C, carries -0.9513; number 4, C, carries -0.1137

# C2H3GaO2

A structure of composition C2H3GaO2 at a distorted geometry (the ωB97M-V functional and the def2-TZVPD basis, OMol25).

Results
Kohn-Sham gap (spin up / spin down): 0.2706 / 0.2724 Ha
Total charge: +2
2S+1: 1
Relative energy (zero: lowest compared OMol25 entry of this formula, charge and spin): 8.0944 eV

Atoms and positions in Å:
O 2.517 -0.089 -0.567
Ga 0.785 1.379 0.096
O 1.792 -0.386 0.432
C -0.944 -0.585 -0.162
C -1.032 0.699 -0.376
H -1.504 -1.183 0.565
H 0.288 -1.154 0.143
H -1.901 1.319 -0.131

These are the natural (NBO) partial charges, in e, on atoms 1 to 4: number 1, O, carries 0.1714; number 2, Ga, carries 1.6494; number 3, O, carries -0.1176; number 4, C, carries -0.2869

# C20H33N3O4S

The molecule C20H33N3O4S (the ωB97M-V functional and the def2-TZVPD basis, OMol25).

Results
Kohn-Sham gap: 0.3533 Ha
2S+1: 1
SMILES: CCNS(=O)(=O)CC(=O)N(C)C[C@H](C)NC(=O)C[C@H](C)c1ccc(CC)cc1
Relative energy (zero: lowest compared OMol25 entry of this formula, charge and spin): 0.3672 eV

Atoms and positions in Å:
C 1.146 5.943 1.493
C 0.608 4.650 2.081
N -0.809 4.735 2.433
S -2.008 4.306 1.448
O -3.160 5.072 1.824
O -1.520 4.298 0.095
C -2.390 2.605 1.844
C -1.217 1.690 1.530
O -0.301 1.597 2.334
N -1.235 1.012 0.359
C -2.262 1.198 -0.658
C -0.110 0.130 0.081
C 1.090 0.788 -0.650
C 0.754 2.078 -1.383
N 1.690 -0.180 -1.552
C 2.731 -0.977 -1.189
O 3.367 -0.817 -0.163
C 3.033 -2.121 -2.136
C 2.784 -3.458 -1.417
C 3.091 -4.635 -2.340
C 1.378 -3.502 -0.854
C 0.261 -3.601 -1.681
C -1.021 -3.599 -1.150
C -1.230 -3.497 0.222
C -2.620 -3.440 0.799
C -3.131 -2.003 0.904
C -0.114 -3.394 1.046
C 1.168 -3.394 0.516
H 2.209 5.842 1.268
H 0.616 6.191 0.574
H 1.028 6.772 2.194
H 0.722 3.828 1.378
H 1.151 4.359 2.980
H -1.100 5.359 3.170
H -2.581 2.565 2.914
H -3.302 2.384 1.294
H -2.310 2.233 -0.996
H -2.010 0.571 -1.511
H -3.244 0.884 -0.299
H 0.233 -0.297 1.021
H -0.489 -0.692 -0.532
H 1.857 1.002 0.093
H 0.300 2.812 -0.720
H 1.665 2.502 -1.806
H 0.054 1.905 -2.206
H 1.144 -0.472 -2.348
H 2.422 -2.063 -3.041
H 4.082 -2.055 -2.430
H 3.472 -3.487 -0.569
H 2.941 -5.583 -1.823
H 2.447 -4.629 -3.221
H 4.125 -4.591 -2.685
H 0.389 -3.693 -2.754
H -1.876 -3.689 -1.813
H -3.300 -4.024 0.174
H -2.623 -3.904 1.787
H -4.133 -1.967 1.336
H -2.466 -1.400 1.526
H -3.171 -1.542 -0.085
H -0.249 -3.311 2.119
H 2.023 -3.295 1.175

These are the natural (NBO) partial charges, in e, on atoms 1 to 4: number 1, C, carries -0.6211; number 2, C, carries -0.2143; number 3, N, carries -0.8980; number 4, S, carries 2.3521